*P*
C3H6S2 | the ωB97M-V functional and the def2-TZVPD basis

ORCA input file:
```
! wB97M-V def2-TZVPD RIJCOSX def2/J DEFGRID3
* xyz 0 1
C 0.90126 0.16107 0.43361
C 0.13762 1.02842 -0.48647
C -0.55750 0.06660 0.44975
H 0.87534 -2.11809 -0.03961
H 1.33151 0.58236 1.39347
H 0.20826 0.71387 -1.52816
H 0.02887 2.09016 -0.43600
H -1.02585 0.66857 1.25062
H -2.25489 -0.67107 -0.95617
S 1.87574 -1.23599 -0.08589
S -1.52035 -1.28589 0.00484
*
```

Computed properties:
Lowest unoccupied orbital energy: 0.7987 eV
Structure (SMILES): S[C@@H]1C[C@@H]1S
Frontier orbital gap: 9.6 eV

---

*Q*
C3H6S2 | the ωB97M-V functional and the def2-TZVPD basis

ORCA input file:
```
! wB97M-V def2-TZVPD RIJCOSX def2/J DEFGRID3
* xyz 0 1
C 1.21732 -0.37364 -0.64711
C 0.40094 -0.24276 0.68256
C -1.04992 0.29793 0.30194
H 2.39657 -0.37825 -0.10453
H 1.14561 -1.53868 -1.12735
H 1.02331 0.42404 -1.47708
H 0.56164 -1.04127 1.46860
H 0.84391 0.67146 1.10853
H -3.17287 0.95107 0.13242
S -2.41056 -0.64144 -0.18945
S -0.95596 1.87153 -0.14854
*
```

Computed properties:
Lowest unoccupied orbital energy: -0.8679 eV
Frontier orbital gap: 7.7 eV

---

The structure with the greatest stability is *P*.

---

*P*
C3H6S2 | the ωB97M-V functional and the def2-TZVPD basis

ORCA input file:
```
! wB97M-V def2-TZVPD RIJCOSX def2/J DEFGRID3
* xyz 0 1
C 0.44962 -0.78647 0.52542
C -0.83513 -0.82529 -0.37647
C 0.29999 0.00517 -0.71603
H 1.00703 1.05582 2.33140
H 1.30266 -1.49157 0.50623
H -1.81611 -0.36601 0.38777
H -1.31898 -1.56487 -0.86410
H 0.97421 -0.51668 -1.65306
H -0.62875 2.30738 -0.79783
S -0.12471 0.38571 1.95405
S 0.69017 1.79681 -1.29736
*
```

Computed properties:
Lowest unoccupied orbital energy: 0.6842 eV
Structure (SMILES): S[C@@H]1C[C@@H]1S
Frontier orbital gap: 9.9 eV

---

*Q*
C3H6S2 | the ωB97M-V functional and the def2-TZVPD basis

ORCA input file:
```
! wB97M-V def2-TZVPD RIJCOSX def2/J DEFGRID3
* xyz 0 1
C 1.02554 -0.74940 -1.38818
C 0.03415 0.59224 0.51022
C -1.19811 -0.17490 0.20886
S 1.48419 0.38853 -0.29679
S 0.05238 1.36470 2.10020
H 0.35863 -1.54352 -1.14326
H 1.62598 -0.85440 -2.27163
H -1.37198 -0.15958 -0.86916
H -2.03600 0.28832 0.72351
H -1.14163 -1.22143 0.52545
H 1.16686 2.06945 1.90078
*
```

Computed properties:
Lowest unoccupied orbital energy (spin up / spin down): 0.2389 / 0.1786 eV
Frontier orbital gap (spin up / spin down): 7.5 / 7.2 eV

---

The structure with the greatest stability is *Q*.

---

*P*
C6H5N | the ωB97M-V functional and the def2-TZVPD basis

ORCA input file:
```
! wB97M-V def2-TZVPD RIJCOSX def2/J DEFGRID3
* xyz 0 1
C 2.18232 1.52363 0.68387
C 1.46774 0.59544 0.40217
C 0.91055 -0.63514 -0.11787
N -0.00058 -1.53424 0.58372
C -0.48890 -0.83792 -0.61046
C -1.55966 0.12867 -0.47266
C -2.53858 0.82340 -0.36513
H 2.86506 2.31225 0.91246
H 1.67827 -1.18237 -0.66042
H -0.38773 -1.08138 1.40823
H -0.58406 -1.48037 -1.48426
H -3.41693 1.42626 -0.26859
*
```

Computed properties:
Lowest unoccupied orbital energy: 1.0152 eV
Structure (SMILES): C#C[C@@H]1N[C@@H]1C#C
Frontier orbital gap: 10.3 eV

---

*Q*
C6H5N | the ωB97M-V functional and the def2-TZVPD basis

ORCA input file:
```
! wB97M-V def2-TZVPD RIJCOSX def2/J DEFGRID3
* xyz 0 1
C 0.10214 -1.39035 -0.92314
C 0.05839 -0.25265 -1.61086
C 0.04561 1.04281 -1.30951
N -0.33999 1.33849 0.04748
C 0.45454 0.40895 0.90142
C 0.42375 -1.00386 0.45487
C -0.09313 -0.77685 1.63587
H -0.45239 -2.29468 -1.14915
H 0.47975 1.83842 -1.91139
H -1.33980 1.32060 0.22579
H 1.39402 0.87482 1.19749
H -0.73287 -1.10572 2.44112
*
```

Computed properties:
Lowest unoccupied orbital energy: -0.1717 eV
Structure (SMILES): C1=CN[C@H]2C=C2C=1
Frontier orbital gap: 8.5 eV

---

The structure with the greatest stability is *P*.

---

*P*
CH2N2O4 | the ωB97M-V functional and the def2-TZVPD basis

ORCA input file:
```
! wB97M-V def2-TZVPD RIJCOSX def2/J DEFGRID3
* xyz 0 1
C 0.70454 0.07156 0.32706
N -0.76184 1.24568 -1.11370
N 0.06813 -1.29414 0.35163
O -1.61642 2.00795 -1.25434
O -0.90014 -1.45675 -0.33668
O 0.56672 -2.07217 1.12239
O -0.35584 1.07834 0.20250
H 1.13911 0.14651 -0.56188
H 1.15574 0.27303 1.26301
*
```

Computed properties:
Lowest unoccupied orbital energy: -0.1925 eV
Structure (SMILES): O=NOC[N+](=O)[O-]
Frontier orbital gap: 10.6 eV

---

*Q*
CH2N2O4 | the ωB97M-V functional and the def2-TZVPD basis

ORCA input file:
```
! wB97M-V def2-TZVPD RIJCOSX def2/J DEFGRID3
* xyz 0 1
C -0.82907 0.46042 0.60812
N -0.89170 0.57916 -0.70348
N 1.37481 -0.78655 0.22924
O 0.47279 -0.10565 0.95326
O 1.29642 -0.77626 -0.98447
O 2.21595 -1.31820 0.91549
O -1.52141 0.78764 1.50210
H -0.31535 0.31196 -1.53528
H -1.80244 0.84748 -0.98498
*
```

Computed properties:
Lowest unoccupied orbital energy: -0.0536 eV
Structure (SMILES): NC(=O)O[N+](=O)[O-]
Frontier orbital gap: 11.6 eV

---

*R*
CH2N2O4 | the ωB97M-V functional and the def2-TZVPD basis

ORCA input file:
```
! wB97M-V def2-TZVPD RIJCOSX def2/J DEFGRID3
* xyz 0 1
C -0.81191 -0.73299 -0.13747
N 1.22646 -0.63001 0.12546
N -1.31591 0.54959 0.02793
O -1.16999 -1.76617 -0.55943
O -1.12159 1.10116 -1.05830
O -1.61942 1.05821 1.05883
O 1.63309 0.67960 0.12002
H 1.01245 -0.95859 1.17234
H 2.16683 0.69919 -0.74937
*
```

Computed properties:
Lowest unoccupied orbital energy (spin up / spin down): -1.2663 / -1.2658 eV
Frontier orbital gap (spin up / spin down): 8.4 / 8.4 eV

---

*S*
CH2N2O4 | the ωB97M-V functional and the def2-TZVPD basis

ORCA input file:
```
! wB97M-V def2-TZVPD RIJCOSX def2/J DEFGRID3
* xyz 0 1
C -1.25547 -0.60150 0.21318
N 1.12821 -0.65404 -0.40531
N -0.93837 0.63578 0.15886
O -1.84933 -1.59656 0.24003
O -1.46509 0.66708 -1.05513
O -0.31123 1.41425 0.82249
O 1.71053 0.44493 0.19573
H 1.03053 -1.37085 0.37509
H 1.95023 1.06091 -0.54494
*
```

Computed properties:
Lowest unoccupied orbital energy (spin up / spin down): -0.6183 / -1.4660 eV
Frontier orbital gap (spin up / spin down): 8.6 / 8.3 eV

---

The structure with the greatest stability is *Q*.